[1]
{
  "formula": "C22H50N3O2P2Pb",
  "method": "wB97M-V/def2-TZVPD",
  "species": ["H", "H", "H", "H", "P", "H", "C", "H", "C", "H", "H", "Pb", "H", "C", "H", "H", "H", "H", "C", "C", "C", "H", "H", "O", "H", "H", "H", "C", "H", "C", "H", "H", "H", "C", "C", "C", "N", "H", "H", "H", "H", "C", "H", "H", "C", "C", "C", "H", "H", "C", "H", "H", "O", "H", "C", "N", "H", "H", "H", "N", "H", "H", "H", "H", "C", "H", "C", "C", "C", "H", "H", "H", "H", "H", "P", "H", "H", "C", "H", "H"],
  "coordinates": [[4.507, -0.764, 3.750], [1.364, -4.187, 1.189], [-1.172, 1.434, 3.325], [-0.070, -0.496, 5.398], [-1.163, -2.553, -1.113], [0.327, 1.214, 5.278], [-1.643, -1.125, -3.536], [-1.677, -1.244, -4.643], [-0.861, 0.422, 3.018], [-2.118, 4.308, 1.075], [-2.180, 1.384, -3.408], [0.063, -0.092, -0.969], [-1.685, 5.906, -0.812], [3.482, -0.508, 4.035], [-2.411, -5.134, 0.274], [0.447, -2.696, 1.416], [-4.091, -4.658, -0.002], [-0.532, -5.677, -0.757], [-2.612, 0.540, -0.690], [-1.168, 3.831, -0.807], [0.624, 0.215, 4.929], [-2.127, 3.592, -1.298], [-2.670, -0.792, -3.245], [-3.710, 0.802, -0.534], [-1.574, -0.292, 3.460], [-0.447, 3.773, 1.272], [1.934, 5.171, -1.588], [1.763, 3.052, -1.081], [3.058, -1.525, 1.006], [0.409, -3.693, 0.958], [1.550, 4.179, 0.806], [-3.731, -2.778, 1.614], [-1.138, 1.161, -4.825], [-3.063, -4.522, -0.362], [0.269, -5.048, -1.159], [-1.120, 1.200, -3.713], [2.748, -0.423, 2.785], [-0.909, 0.349, 1.927], [-0.375, -4.280, 1.454], [3.455, 0.180, 0.884], [2.282, 4.053, -2.947], [3.485, -0.682, 1.564], [-3.021, -4.899, -1.388], [-2.248, -3.184, -3.179], [1.987, 3.246, 0.427], [1.442, -0.134, 2.565], [2.373, 4.207, -1.868], [0.044, 5.642, -0.551], [1.118, -3.090, -0.961], [-1.387, -2.532, -2.939], [-1.986, -2.991, 1.788], [-2.639, -1.439, 1.242], [1.119, -0.140, 1.334], [-1.721, 2.592, 0.937], [-0.266, 2.431, -3.318], [0.489, 0.145, 3.490], [1.608, 2.408, 1.027], [-3.506, -2.481, -0.836], [2.467, -0.556, -2.664], [-0.664, -0.093, -3.215], [-0.772, 3.347, -3.675], [1.652, -0.004, 5.206], [-0.662, 5.454, -2.181], [3.112, -1.324, 4.683], [0.241, -3.643, -0.569], [-0.472, -2.970, -3.373], [-2.760, -2.527, 1.166], [-1.366, 3.602, 0.699], [-0.829, 5.287, -1.113], [0.218, -5.028, -2.251], [4.521, -0.904, 1.828], [2.811, -0.598, -1.989], [0.733, 2.367, -3.782], [3.070, 3.309, 0.615], [0.010, 2.609, -1.507], [3.443, 4.248, -1.621], [2.303, 2.126, -1.360], [-2.729, -3.035, -0.283], [1.224, -5.509, -0.873], [3.525, 0.463, 4.562]],
  "e_lumo_ha": [-0.4325, -0.4198],
  "orbital_gap_ev": [4.72, 5.06],
  "molar_mass_g_mol": 657.8,
  "charge": 3
}



[2]
{
  "formula": "C22H50N4O8V",
  "method": "wB97M-V/def2-TZVPD",
  "species": ["H", "H", "O", "H", "H", "H", "O", "H", "H", "H", "O", "O", "H", "H", "C", "H", "O", "C", "H", "H", "H", "H", "H", "H", "H", "H", "C", "V", "H", "H", "N", "H", "H", "C", "H", "C", "H", "N", "C", "H", "C", "C", "C", "H", "N", "C", "H", "C", "H", "O", "O", "H", "H", "C", "C", "H", "H", "H", "C", "N", "H", "C", "H", "H", "C", "H", "H", "H", "C", "H", "H", "C", "O", "H", "H", "C", "H", "H", "H", "C", "C", "C", "H", "H", "H"],
  "coordinates": [[3.603, -1.175, -2.146], [-2.965, 0.908, 0.468], [0.263, 0.286, 0.483], [0.444, 4.015, -4.563], [-4.200, 0.236, -0.696], [-4.183, 1.980, -0.200], [2.604, -0.652, 1.793], [-1.939, 4.908, 1.507], [3.471, -2.748, 0.102], [-2.833, -1.555, -1.150], [-2.508, -1.323, 1.470], [1.196, 5.052, -2.894], [-2.709, -2.244, 3.331], [-1.103, -2.041, -2.834], [0.499, 4.318, -1.907], [1.521, -3.519, 2.235], [0.390, -5.067, 2.549], [3.534, -1.670, 2.047], [3.766, -3.694, 1.610], [-0.905, 2.577, 1.465], [-0.341, 5.590, -4.130], [1.577, -4.388, -0.480], [3.658, 0.991, 2.435], [-0.004, 6.608, 1.604], [-3.472, 3.366, -1.745], [-0.721, -3.300, -1.169], [-2.783, -2.535, 0.822], [0.540, -1.282, 0.746], [-0.519, 4.659, -1.722], [1.299, -2.601, -2.550], [1.795, -3.231, 1.290], [1.286, 5.554, -4.840], [-0.602, -4.847, 0.672], [1.575, -4.511, 0.604], [-2.709, -3.299, -1.036], [0.310, -5.220, 1.148], [-0.771, -5.263, 4.246], [0.092, 5.629, 1.804], [-2.317, -2.352, -0.629], [2.731, 0.348, -2.290], [2.916, -0.498, -1.624], [-0.797, -5.555, 3.202], [1.317, 5.000, 1.704], [-0.802, 1.351, -2.869], [-0.808, -2.359, -0.797], [3.235, -2.850, 1.157], [2.347, -5.232, 0.905], [1.113, 3.674, 1.517], [-0.876, -6.636, 3.090], [1.692, -1.080, -1.244], [0.130, -1.487, 2.289], [3.474, -1.946, 3.106], [-2.171, -3.346, 1.247], [-0.562, -1.543, -2.025], [-0.287, 3.448, 1.630], [2.226, 5.578, 1.727], [1.758, 2.870, 1.202], [1.109, -0.943, -3.206], [2.704, 0.485, 2.609], [-0.561, 2.289, -3.161], [-1.906, 3.219, -0.885], [0.927, -1.593, -2.347], [0.349, 2.265, -1.275], [-2.496, 2.515, -3.795], [0.480, 2.793, -2.230], [1.874, 1.170, 2.451], [2.598, 0.258, 3.679], [4.577, -1.384, 1.849], [-2.955, -1.308, 2.812], [-0.845, -0.495, -1.985], [-1.631, -5.054, 2.704], [-1.835, 2.986, -3.061], [-2.756, 1.441, -1.511], [0.406, -6.299, 0.977], [-2.608, -0.466, 3.400], [-3.585, 1.086, -0.414], [3.481, -0.156, -0.758], [-4.055, -1.323, 2.828], [1.214, 4.356, -1.090], [0.595, 5.027, -4.187], [-0.894, 4.688, 1.648], [-2.520, 2.827, -1.699], [1.492, 2.523, -2.537], [-1.802, 4.039, -3.339], [-3.833, -2.845, 0.859]],
  "e_lumo_ha": [-0.0826, -0.1986],
  "spin_multiplicity": 3,
  "orbital_gap_ev": [7.92, 4.76],
  "molar_mass_g_mol": 549.6,
  "charge": 1,
  "s_squared": 2.06
}